{"formula": "C9H15BrSi", "method": "ωB97M-V/def2-TZVPD", "species": ["C", "C", "Si", "Br", "C", "C", "C", "C", "C", "C", "C", "H", "H", "H", "H", "H", "H", "H", "H", "H", "H", "H", "H", "H", "H", "H"], "xyz": [[2.027, 0.496, 1.207], [0.875, 1.373, 1.666], [-0.696, 0.437, 0.912], [-2.223, 2.001, 1.074], [-0.942, -1.131, 1.841], [-2.273, -1.685, 1.348], [-0.222, 0.223, -1.130], [0.535, 1.269, -1.780], [1.171, 0.854, -2.890], [0.772, -0.485, -3.203], [0.028, -0.901, -2.121], [2.979, 0.872, 1.648], [1.863, -0.640, 1.365], [2.201, 0.542, 0.087], [0.819, 2.358, 1.122], [0.709, 1.556, 2.807], [-0.160, -1.918, 1.900], [-0.954, -0.747, 2.912], [-3.158, -1.063, 1.592], [-2.175, -2.049, 0.318], [-2.632, -2.594, 1.848], [-1.397, 0.417, -1.333], [0.460, 2.299, -1.424], [1.706, 1.394, -3.565], [1.157, -1.067, -4.115], [-0.471, -1.812, -2.088]], "nbo_charge": [-0.648, -0.870, 1.570, -0.285, -0.958, -0.644, -0.694, -0.206, -0.253, -0.253, -0.192, 0.218, 0.203, 0.233, 0.231, 0.237, 0.269, 0.245, 0.228, 0.216, 0.219, 0.293, 0.210, 0.207, 0.227, 0.197], "relative_energy_kj_mol": 52.21, "lumo_ev": 0.6, "gap_ev": 8.8, "smiles": "CC[Si](Br)(CC)C1C=CC=C1", "charge": 0}


{"formula": "C9H15Cl3NSi", "method": "ωB97M-V/def2-TZVPD", "species": ["C", "Si", "C", "C", "C", "C", "C", "C", "N", "C", "H", "H", "H", "H", "H", "H", "H", "H", "H", "H", "H", "H", "H", "H", "C", "Cl", "Cl", "Cl", "H"], "xyz": [[-1.854, -0.911, 1.100], [-1.029, -1.213, -0.570], [-2.237, -1.435, -1.984], [-0.062, -2.834, -0.400], [0.273, 0.163, -0.874], [1.228, -0.069, -1.855], [2.217, 0.853, -2.113], [2.218, 2.002, -1.411], [1.297, 2.211, -0.481], [0.332, 1.336, -0.178], [-2.798, -0.376, 1.002], [-1.987, -1.885, 1.565], [-1.175, -0.309, 1.696], [-2.568, -2.476, -1.957], [-1.831, -1.229, -2.976], [-3.140, -0.829, -1.875], [-0.648, -3.605, 0.093], [0.868, -2.627, 0.135], [0.217, -3.140, -1.412], [1.176, -1.007, -2.394], [2.967, 0.644, -2.860], [2.978, 2.746, -1.595], [1.323, 3.089, 0.029], [-0.353, 1.611, 0.616], [0.507, 1.890, 3.852], [-1.065, 2.069, 3.064], [1.013, 0.204, 3.860], [1.718, 2.901, 3.047], [0.413, 2.226, 4.877]], "nbo_charge": [-1.106, 1.585, -1.113, -1.093, -0.437, -0.059, -0.232, 0.079, -0.416, 0.093, 0.248, 0.259, 0.233, 0.258, 0.248, 0.253, 0.259, 0.237, 0.234, 0.239, 0.258, 0.247, 0.448, 0.251, -0.283, 0.020, 0.041, 0.001, 0.247], "lumo_ev": -4.2, "gap_ev": 9.4, "charge": 1}


{"formula": "C9H15ClN2O", "method": "ωB97M-V/def2-TZVPD", "species": ["C", "C", "C", "C", "C", "C", "C", "C", "C", "N", "N", "O", "Cl", "H", "H", "H", "H", "H", "H", "H", "H", "H", "H", "H", "H", "H", "H", "H"], "xyz": [[0.573, 1.434, 1.434], [-1.685, -0.498, 0.146], [2.149, -1.065, 1.349], [1.546, -1.211, -1.119], [3.350, 0.325, -0.342], [-3.890, -0.534, -0.558], [-2.730, 1.648, 0.065], [0.936, 0.798, 0.256], [1.975, -0.300, 0.062], [0.134, 1.732, 2.467], [-2.688, 0.208, -0.103], [-1.301, -1.626, 0.076], [0.484, 1.797, -1.246], [1.225, -1.763, 1.527], [3.170, -1.566, 1.384], [2.191, -0.396, 2.232], [1.576, -0.668, -2.032], [2.357, -1.944, -1.326], [0.576, -1.821, -0.840], [4.117, 0.352, 0.462], [3.165, 1.378, -0.635], [3.678, -0.187, -1.232], [-4.877, -0.252, 0.099], [-4.086, -0.201, -1.659], [-3.726, -1.694, -0.498], [-2.645, 2.015, 1.092], [-1.862, 2.082, -0.617], [-3.712, 1.957, -0.445]], "nbo_charge": [0.151, 0.699, -0.612, -0.623, -0.602, -0.452, -0.421, 0.036, -0.160, -0.286, -0.483, -0.566, -0.053, 0.234, 0.225, 0.224, 0.217, 0.209, 0.259, 0.219, 0.218, 0.217, 0.214, 0.211, 0.248, 0.232, 0.235, 0.211], "relative_energy_kj_mol": 178.06, "lumo_ev": [-1.0, 0.4], "gap_ev": [6.4, 8.9], "charge": 0}


{"formula": "C9H15CuF5O5", "method": "ωB97M-V/def2-TZVPD", "species": ["Cu", "C", "O", "C", "C", "O", "C", "C", "O", "C", "H", "H", "H", "H", "H", "H", "H", "H", "H", "H", "H", "H", "H", "H", "F", "C", "F", "F", "C", "O", "O", "F", "C", "F", "H"], "xyz": [[7.346, 9.516, 4.823], [7.632, 12.146, 6.335], [7.002, 11.478, 5.211], [5.586, 11.711, 5.206], [5.140, 11.372, 3.789], [5.537, 10.043, 3.448], [4.594, 9.034, 3.790], [4.247, 8.952, 5.253], [5.433, 8.912, 6.016], [5.472, 7.821, 6.992], [7.012, 12.974, 6.635], [8.695, 12.399, 6.061], [7.712, 11.427, 7.182], [5.344, 12.814, 5.323], [5.184, 11.083, 6.017], [5.782, 12.014, 3.144], [4.089, 11.559, 3.691], [5.137, 8.154, 3.520], [3.669, 9.162, 3.223], [3.682, 8.041, 5.309], [3.623, 9.750, 5.609], [5.299, 6.898, 6.461], [4.753, 7.977, 7.774], [6.418, 7.809, 7.414], [6.229, 5.212, 4.272], [7.475, 5.323, 4.833], [8.177, 4.302, 4.331], [7.269, 5.141, 6.174], [8.168, 6.726, 4.718], [9.386, 6.803, 4.642], [7.280, 7.626, 4.669], [9.391, 11.157, 3.896], [9.185, 9.838, 4.271], [9.998, 9.623, 5.362], [9.525, 9.253, 3.455]], "mulliken_spin": [0.591, 0.003, 0.005, -0.008, 0.008, -0.002, 0.000, 0.001, 0.015, 0.003, 0.001, 0.002, 0.001, 0.000, 0.001, -0.001, 0.000, -0.002, 0.000, -0.001, 0.000, 0.000, -0.001, 0.000, 0.000, 0.007, 0.001, 0.000, -0.004, 0.000, 0.053, 0.023, 0.285, 0.015, 0.005], "relative_energy_kj_mol": 28.35, "lumo_ev": [0.3, 0.1], "multiplicity": 2, "gap_ev": [8.5, 9.6], "charge": 0}